[1]
C25H33GaO2Te | wB97M-V/def2-TZVPD

Element x y z (Å)
Te: 0.777 -2.202 1.269
Ga: -1.104 -0.645 0.319
O: -2.871 -4.931 -1.618
O: -4.700 -3.383 -0.193
C: -5.015 -4.805 -0.576
C: 0.001 -0.338 -1.733
C: -1.101 0.206 -2.525
C: -6.676 -2.308 -1.256
C: -1.043 1.608 -2.463
C: 2.651 -0.135 2.548
C: -6.853 -3.158 1.095
C: -0.395 1.814 2.471
C: 3.375 -0.910 0.348
C: 3.674 0.818 2.533
C: -6.499 -4.712 -0.645
C: 4.534 0.935 1.434
C: 2.462 -0.955 1.420
C: 4.384 0.056 0.351
C: -1.464 -5.217 -1.704
C: -2.085 0.327 1.969
C: -1.097 -4.571 -3.069
C: -2.904 -3.493 -1.951
C: -0.981 0.607 2.859
C: -6.159 -3.278 -0.227
C: -1.974 -3.313 -3.163
C: -2.136 1.436 1.015
C: -1.061 2.298 1.318
C: 0.076 1.982 -1.646
C: 0.739 0.817 -1.235
H: 0.423 -1.335 -1.861
H: 5.066 0.124 -0.490
H: -3.921 -3.201 -2.259
H: -7.914 -3.392 0.913
H: -7.747 -2.532 -1.403
H: 1.990 -0.265 3.406
H: -1.483 -2.333 -3.269
H: -0.708 -0.024 3.698
H: -6.562 -1.274 -0.908
H: -2.581 -2.904 -1.077
H: -1.540 -5.222 -3.840
H: 5.309 1.706 1.415
H: -6.933 -4.768 -1.650
H: -0.037 -4.466 -3.299
H: -6.827 -2.164 1.525
H: -4.738 -5.154 -1.567
H: 1.678 0.742 -0.692
H: -1.693 2.313 -2.963
H: -2.902 -0.373 2.148
H: -4.568 -5.422 0.230
H: 3.259 -1.628 -0.469
H: 0.388 2.336 3.024
H: -6.505 -3.897 1.833
H: 0.379 2.999 -1.415
H: -2.607 -3.400 -4.068
H: -0.818 3.226 0.792
H: -1.788 -0.390 -3.122
H: -2.973 1.649 0.350
H: -0.929 -4.739 -0.861
H: 3.807 1.479 3.386
H: -6.180 -2.450 -2.226
H: -7.066 -5.278 0.091
H: -1.234 -6.283 -1.717

Values from the calculation:
* strongest force on any atom: 3.2 eV/A
* charge: 0
* energy: -3315.46632 Ha

[2]
C9H14O | wB97M-V/def2-TZVPD

Element x y z (Å)
O: -0.550 -2.858 -0.715
C: 0.306 -0.676 -0.760
C: -0.717 -1.561 -1.135
C: -1.073 2.600 -2.034
C: -1.752 -1.171 -1.931
C: -0.960 1.104 -1.835
C: 1.997 -0.278 3.914
C: 1.596 -0.428 2.455
C: 0.164 0.636 -1.135
C: -1.867 0.182 -2.294
H: 1.098 -0.200 4.541
H: -1.210 -3.426 -1.150
H: 1.121 -1.194 -0.274
H: -2.664 0.490 -2.956
H: 2.434 0.698 4.115
H: 1.149 0.497 2.099
H: -1.185 3.069 -1.071
H: -0.153 2.954 -2.476
H: 2.612 -1.087 4.299
H: 0.788 -1.145 2.309
H: 0.876 1.386 -0.819
H: 2.407 -0.671 1.759
H: -1.868 2.919 -2.708
H: -2.551 -1.842 -2.199

Values from the calculation:
* strongest force on any atom: 1.4 eV/A
* charge: 0
* energy: -426.55892 Ha
* structure (SMILES): Cc1ccc(O)cc1.CC